Computed, not measured: a structure of composition C3H6INOS at a distorted geometry, with wB97M-V/def2-TZVPD.

Cartesian coordinates (Å):
C: -0.24 -1.38 0.49
C: -1.49 -0.48 0.53
C: -0.40 -0.27 -0.50
N: 0.84 2.32 -0.97
O: 0.60 1.30 1.29
S: 0.77 1.08 -0.10
I: 3.32 -0.62 -0.09
H: 0.38 -1.03 1.18
H: -0.09 -2.48 0.31
H: -2.37 -0.79 -0.04
H: -1.59 0.28 1.33
H: -0.80 -0.15 -1.53
H: 1.06 2.22 -1.90

Output
* net charge: 0
* E_LUMO (alpha / beta): -2.2 / -2.2 eV
* highest occupied orbital energy (alpha / beta): -9.09 / -9.08 eV